# 1
The following is a DFT calculation (the ωB97M-V functional and the def2-TZVPD basis) of C30H51BBr12N2O7S as an isolated structure in a non-equilibrium geometry.

Element x y z (Å)
Br: 4.54843 -3.30637 -13.60270
Br: 4.41859 3.16915 2.37541
Br: -11.65046 1.53388 -0.26481
Br: -12.59280 4.57315 -0.15450
Br: 4.77158 4.45832 -0.51514
Br: 4.35509 0.56493 -8.33699
Br: 4.71651 -0.43540 -14.97539
Br: -12.45492 2.84990 2.51539
Br: 2.41493 2.38923 0.03497
Br: 7.37951 -2.08800 -14.40747
Br: 5.75256 -0.35182 -11.03424
Br: 5.71695 2.73527 -10.25863
S: -2.58348 3.65627 3.21281
O: -1.91379 3.92641 4.62980
O: -8.92864 3.02579 3.89447
O: -1.90997 4.31077 2.14231
O: 0.75469 4.51605 4.29447
O: -3.96746 3.94879 3.35245
O: -2.27418 2.09876 3.09706
O: 1.20956 2.28291 3.60818
N: 3.07399 -2.99626 -5.21771
N: -7.49291 1.54781 4.93565
C: 3.11040 -1.99104 -7.18697
C: -8.75895 0.90864 2.86474
C: 4.78362 1.05257 -10.14894
C: 3.06698 -3.69198 1.73344
C: -5.20420 1.21539 4.01496
C: 1.19707 -2.05524 2.37914
C: -6.15538 2.16590 4.76819
C: 1.87788 -2.35439 -5.34213
C: 3.00021 -5.40039 -2.19565
C: 3.82365 -2.78181 -6.33031
C: 2.50060 -4.37403 -3.22791
C: 1.87364 -1.73008 -6.55484
C: 5.50599 -2.18368 -14.83688
C: -1.05330 0.27959 4.37008
C: 4.21781 2.91575 0.48436
C: 2.31665 6.05462 3.18842
C: -11.69736 3.15110 0.77875
C: -0.43078 -0.14465 3.02532
C: 4.29553 -5.16724 0.00595
C: -1.02075 2.81459 4.91192
C: -4.17057 0.54557 4.92040
C: 4.37563 -5.11393 -1.54329
C: 1.07390 5.17501 3.05169
C: -1.82492 1.60617 4.38377
C: 3.58935 -3.76973 -4.10139
C: 2.68947 -2.22631 2.06482
C: 0.97935 -0.74901 3.16851
C: 4.05934 -3.74631 0.56893
C: -8.41920 1.92776 3.91387
C: -2.98869 1.40288 5.40085
B: 0.38554 3.20924 4.21117
H: -8.02350 0.94167 2.05747
H: -0.33501 0.74145 2.39971
H: -3.82417 -0.38062 4.45519
H: 3.00906 -6.39724 -2.63616
H: 5.27432 -5.50032 0.35251
H: 1.75747 -4.87066 -3.85770
H: -10.67340 3.46244 0.93126
H: 2.14202 -4.17601 1.40998
H: 2.86301 5.85797 4.10694
H: -0.28443 0.37052 5.14039
H: -1.71023 -0.52245 4.70451
H: 5.07699 -5.88777 -1.85709
H: 2.26468 -5.42112 -1.38881
H: 1.23529 4.45585 2.24620
H: -6.25493 3.08966 4.19669
H: 1.12018 2.29308 2.64770
H: 5.02333 -3.31906 0.85445
H: 2.00570 7.09828 3.13890
H: 2.96261 -1.56021 1.24313
H: -9.73365 1.15342 2.44771
H: -7.88077 1.76244 5.84395
H: -3.35667 2.35927 5.77641
H: -8.79540 -0.10536 3.25703
H: -2.52065 0.87514 6.23435
H: 5.42712 -2.64389 -15.81052
H: 4.76562 -4.13088 -1.79520
H: 3.26271 -1.92884 2.94733
H: -4.76720 1.70923 3.15352
H: -5.76817 2.39469 5.75999
H: 3.84845 1.17559 -10.67523
H: -1.09588 -0.82343 2.49100
H: 4.86508 2.09947 0.19920
H: 1.96437 -3.56857 -2.72009
H: -4.71247 0.24549 5.82363
H: 3.49721 -5.83669 0.32254
H: 3.64602 -3.10514 -0.21657
H: 0.20381 5.77570 2.79855
H: 4.81124 -3.18233 -6.48573
H: 4.30348 -4.51957 -4.44274
H: -0.86473 2.60228 5.97139
H: 3.43483 -1.61603 -8.14840
H: 1.23730 -0.94246 4.21216
H: 1.72477 -0.04089 2.80519
H: 1.12161 -2.37799 -4.57830
H: 4.17106 -3.08649 -3.47478
H: 0.90989 -2.91329 2.99088
H: 3.48732 -4.16249 2.62173
H: 2.98983 5.90525 2.34449
H: 0.61528 -2.00000 1.45714
H: 1.07117 -1.12046 -6.93717
H: -5.83381 0.41684 3.61491

Its LUMO energy is -0.29 eV. The value obtained for the frontier orbital gap is 0.2922 hartree. Its spin multiplicity is 1. Its total charge is 0.

***

# 2
The following is a DFT calculation (the ωB97M-V functional and the def2-TZVPD basis) of C30H51BrN4P2Ti as an isolated structure in a non-equilibrium geometry.

Element x y z (Å)
Br: -0.38905 2.80638 3.23228
Ti: 1.09648 0.43602 -2.16728
P: -1.04500 -0.76842 -2.71833
P: -1.29581 3.78945 -0.77013
N: 5.16967 0.83706 -6.47884
N: 1.97449 -1.44476 -1.61173
N: 2.25842 -3.32691 -0.21902
N: 1.69343 -1.21463 0.64829
C: 1.47615 -1.58153 2.03529
C: -0.61841 2.50818 0.40875
C: -2.14287 0.14934 -3.83618
C: 1.29101 0.12211 0.25538
C: 1.44697 2.71761 -1.08040
C: 2.14465 2.03530 -2.10501
C: -1.35223 5.60317 -3.04676
C: 1.43180 3.62667 1.20046
C: 4.08979 -0.00485 -4.52864
C: 2.45682 1.29735 -3.18013
C: 0.04271 2.32200 -0.89399
C: -1.61979 5.15702 0.45170
C: 4.44590 1.94071 -6.38369
C: -1.93249 -3.26514 -3.70667
C: -1.51858 6.62784 0.08592
C: -3.45644 -1.28926 -1.26104
C: 0.15986 3.14603 1.54314
C: -1.63331 0.23146 -5.27474
C: -1.93321 -1.21330 -1.17485
C: 2.00603 -2.01467 -0.39080
C: 3.50020 2.17001 -5.34878
C: -0.72134 -2.35233 -3.57087
C: -4.05093 4.45385 -1.31340
C: 4.99938 -0.13797 -5.58184
C: -3.02307 3.30906 -1.15433
C: -0.54976 4.60573 -2.21965
C: 2.00713 3.53637 -0.07416
C: 2.67525 -3.92995 1.03655
C: 2.09688 -4.23616 -1.34939
C: 3.34773 1.17896 -4.35421
H: -2.26312 5.16011 -3.47839
H: -0.43043 1.67567 -1.73857
H: -1.58430 7.20932 1.01495
H: 2.25613 -5.24469 -0.96359
H: -1.65479 -0.51821 -0.36342
H: -0.96380 4.99173 1.31094
H: 3.99037 -0.81553 -3.80525
H: -2.37304 0.77848 -5.87338
H: 1.10283 0.73774 1.13237
H: -1.47145 -0.74656 -5.74591
H: -0.29479 -2.12102 -4.55997
H: -1.37823 1.77443 0.67986
H: -3.80956 -2.09288 -1.92335
H: -2.28431 -3.62432 -2.72935
H: 0.30647 0.05646 -0.30968
H: -3.82139 -1.49876 -0.24773
H: -2.98824 2.67511 -2.05505
H: 1.14668 -0.67482 2.54945
H: 1.08468 -4.18048 -1.76862
H: 3.10884 -4.90150 0.78582
H: -4.95793 4.03143 -1.75876
H: -1.60610 6.49033 -2.45682
H: -3.89951 -0.33817 -1.58339
H: -0.69436 5.91998 -3.86438
H: 0.06089 -2.87499 -2.99667
H: 4.58407 2.69786 -7.16610
H: -1.61297 -4.13602 -4.28640
H: 2.94666 3.10645 -5.33950
H: -2.77912 -2.80300 -4.23774
H: 5.57214 -1.04363 -5.70837
H: 0.33213 5.11913 -1.80347
H: 2.84662 -4.03374 -2.12784
H: -0.57246 6.90237 -0.42216
H: 3.45955 -3.34335 1.54152
H: 1.84255 -4.13592 1.72918
H: -2.25599 1.16058 -3.42033
H: 2.19898 -2.04700 -2.41216
H: -3.35958 2.67452 -0.31908
H: 2.05061 4.08701 1.97697
H: -3.71486 5.25569 -1.98687
H: -0.12996 3.82610 -2.87329
H: 2.13660 0.56612 -0.29946
H: 0.67989 -2.33002 2.17278
H: -0.68941 0.79356 -5.33877
H: -3.12437 -0.33789 -3.77888
H: -2.36335 6.95916 -0.53824
H: 2.39670 -1.91227 2.53742
H: -4.33283 4.91214 -0.35192
H: 2.95853 4.02649 -0.31397
H: -1.51905 -2.18925 -0.87418
H: -2.61472 4.93270 0.85111

Its LUMO energy (spin up / spin down) is -14.30 / -14.30 eV. The value obtained for the frontier orbital gap (spin up / spin down) is 0.1541 / 0.1541 hartree. Its spin multiplicity is 1. Its total charge is +4. For the energy above the lowest of the compared OMol25 structures with the same formula, charge and spin, the calculation gives 0.00 kJ/mol.

***

For the records above, the corresponding energy values read -901270.389, -149587.129 eV.